ORCA calculation (ωB97M-V/def2-TZVPD) on C5H9OP in the gas phase.

```
16
Properties=species:S:1:pos:R:3
C 2.12 -0.93 -0.17
C 1.08 -0.15 0.11
C 0.17 0.67 -0.70
C -1.24 0.70 -0.14
P -2.32 -1.12 -0.03
C -1.44 1.70 0.89
O -2.06 1.74 -0.48
H 2.65 -1.50 0.69
H 2.66 -1.01 -1.06
H 0.74 -0.30 1.16
H 0.45 1.67 -0.66
H 0.20 0.28 -1.81
H -2.92 -0.70 1.14
H -1.32 -1.86 0.49
H -2.13 1.67 1.67
H -0.66 2.51 1.18
```

Values from the calculation:
Energy above the lowest of the compared OMol25 structures with the same formula, charge and spin, kJ/mol: 343.80
LUMO energy, Eh: 0.0338
SMILES: C=CC[C@@]1(P)CO1
Kohn-Sham gap, eV: 10.32

Results of the Mulliken charge analysis, in e, for atoms 1 through 4: -0.852, -0.113, -0.461, 0.550

***

ORCA calculation (ωB97M-V/def2-TZVPD) on 6 unconnected molecules or ions with the total composition C32H60BrN6O9PS2.

```
111
Properties=species:S:1:pos:R:3
C 5.43 -2.20 1.08
C 6.10 -1.49 -0.25
O 5.96 -2.34 -1.48
C 4.52 -2.64 -1.64
C 4.07 -2.76 -3.24
O 2.78 -3.45 -3.43
C 1.77 -2.97 -2.45
C 0.31 -3.11 -3.22
O -0.56 -4.13 -2.59
C -1.83 -4.04 -3.31
C -3.16 -3.78 -2.36
C -3.10 -4.68 -1.00
O -4.08 -4.35 0.03
S -3.98 -2.75 0.58
O -5.47 -2.26 0.70
O -3.43 -2.62 2.06
C -3.01 -1.62 -0.63
P -1.12 -1.73 -0.36
O -0.69 -2.99 0.82
Br -0.28 0.16 0.66
S -3.72 0.13 -0.49
C -2.76 1.42 -1.51
O -5.20 0.22 -1.02
O -3.74 0.60 1.02
C -3.51 -2.18 -2.12
N -3.13 -1.27 -3.27
H 5.85 -1.76 2.10
H 5.57 -3.38 1.05
H 4.26 -1.95 1.07
H 7.25 -1.32 0.00
H 5.57 -0.46 -0.48
H 3.93 -1.70 -1.22
H 4.15 -3.59 -1.06
H 3.93 -1.67 -3.69
H 4.88 -3.40 -3.84
H 1.89 -1.82 -2.20
H 1.73 -3.61 -1.47
H 0.46 -3.26 -4.38
H -0.25 -2.07 -3.10
H -1.72 -3.29 -4.20
H -2.01 -5.11 -3.81
H -4.08 -4.20 -2.99
H -3.35 -5.80 -1.35
H -2.01 -4.78 -0.52
H 0.15 -2.71 1.30
H -3.38 1.53 -2.52
H -2.76 2.49 -1.02
H -1.69 1.05 -1.83
H -4.70 -2.13 -2.06
H -2.13 -0.98 -3.25
H -3.40 -1.71 -4.18
C 7.42 -6.45 2.67
C 8.25 -6.21 1.42
C 9.48 -5.35 1.66
C 9.13 -3.98 2.07
N 8.85 -2.90 2.40
H 7.01 -5.51 3.07
H 6.57 -7.11 2.45
H 8.02 -6.92 3.46
H 7.61 -5.76 0.65
H 8.57 -7.19 1.03
H 10.07 -5.30 0.74
H 10.12 -5.81 2.43
C 0.16 1.00 4.84
C 0.67 -0.16 5.68
C 1.84 -0.90 5.05
C 1.47 -1.57 3.79
N 1.18 -2.08 2.79
H -0.23 0.65 3.88
H -0.65 1.51 5.36
H 0.96 1.72 4.65
H -0.16 -0.86 5.87
H 0.98 0.23 6.66
H 2.21 -1.66 5.75
H 2.67 -0.20 4.87
C -2.73 4.52 8.51
C -3.71 4.46 7.34
C -3.19 3.63 6.17
C -2.00 4.22 5.55
N -1.04 4.68 5.07
H -1.79 5.01 8.23
H -3.17 5.09 9.34
H -2.50 3.51 8.87
H -3.93 5.49 7.01
H -4.65 4.03 7.69
H -3.99 3.57 5.41
H -2.98 2.61 6.50
C -4.12 1.36 -5.84
C -4.94 2.60 -6.15
C -4.07 3.82 -6.47
C -3.26 4.25 -5.32
N -2.61 4.58 -4.41
H -3.50 1.49 -4.94
H -4.79 0.51 -5.66
H -3.46 1.10 -6.68
H -5.60 2.82 -5.30
H -5.58 2.40 -7.01
H -4.73 4.65 -6.77
H -3.42 3.61 -7.32
C -2.90 7.53 -1.49
C -2.07 7.76 -2.75
C -0.84 8.63 -2.50
C -1.19 10.00 -2.09
N -1.47 11.08 -1.76
H -3.31 8.47 -1.10
H -3.75 6.87 -1.72
H -2.30 7.06 -0.71
H -2.71 8.22 -3.52
H -1.75 6.79 -3.14
H -0.25 8.68 -3.43
H -0.20 8.17 -1.74
```

Values from the calculation:
LUMO energy, Eh: -0.0298
SMILES: CCOCCOCCOC[C@H]1COS(=O)(=O)[C@](P(O)Br)(S(C)(=O)=O)[C@H]1N.CCCC#N.CCCC#N.CCCC#N.CCCC#N.CCCC#N
Kohn-Sham gap, eV: 8.41

Results of the Mulliken charge analysis, in e, for atoms 1 through 4: -0.572, -0.319, -0.462, -0.112

***

ORCA calculation (ωB97M-V/def2-TZVPD) on a molecular structure, C9H26CuF3N10O7.

```
56
Properties=species:S:1:pos:R:3
Cu -22.52 -8.03 5.00
C -19.89 -8.97 0.34
O -20.18 -8.06 -0.75
O -20.92 -8.77 1.32
C -19.50 -10.29 -0.25
F -18.73 -10.97 0.63
F -20.58 -11.11 -0.44
F -18.86 -10.26 -1.43
C -19.21 -7.22 -1.27
C -19.90 -6.78 -2.54
H -19.56 -7.27 -3.45
H -20.99 -6.83 -2.54
H -19.67 -5.75 -2.80
H -18.29 -7.77 -1.46
H -19.04 -6.29 -0.73
H -18.99 -8.52 0.76
C -26.63 -6.52 4.33
O -25.61 -6.95 3.94
N -27.05 -5.30 4.29
N -27.59 -7.35 4.66
H -26.47 -4.59 3.85
H -27.89 -4.98 4.74
H -27.48 -8.32 4.90
H -28.32 -6.90 5.21
C -22.49 -4.02 7.52
O -22.80 -4.88 6.72
N -21.36 -4.09 8.09
N -23.30 -3.01 7.80
H -20.77 -4.81 7.71
H -21.11 -3.52 8.89
H -22.80 -2.29 8.29
H -24.10 -2.89 7.19
C -18.12 -8.14 6.83
O -19.36 -7.97 6.72
N -17.21 -7.29 6.43
N -17.52 -9.12 7.48
H -16.23 -7.54 6.44
H -17.51 -6.33 6.32
H -17.99 -9.83 8.02
H -16.51 -9.18 7.52
C -22.63 -11.95 7.94
O -23.08 -11.06 7.25
N -21.41 -11.83 8.47
N -23.26 -12.78 8.58
H -21.05 -12.58 9.04
H -20.95 -10.97 8.21
H -22.90 -13.47 9.22
H -24.24 -12.56 8.48
C -20.14 -4.38 3.06
O -19.99 -3.18 3.19
N -21.19 -5.13 2.80
N -19.07 -5.12 3.11
H -21.17 -6.10 2.49
H -22.08 -4.69 2.97
H -18.25 -4.74 3.57
H -19.22 -6.10 2.92
```

Values from the calculation:
Energy above the lowest of the compared OMol25 structures with the same formula, charge and spin, kJ/mol: 849.29
LUMO energy, Eh: -0.0730
Kohn-Sham gap, eV: 4.11

Results of the Mulliken charge analysis, in e, for atoms 1 through 4: 0.949, -0.241, -0.289, -0.849

***

ORCA calculation (ωB97M-V/def2-TZVPD) on 2 unconnected molecules or ions with the total composition C19H17FN2O4.

```
43
Properties=species:S:1:pos:R:3
C -1.78 1.95 -0.70
C -1.33 2.52 -2.03
C -2.29 3.63 -2.47
O 0.00 3.13 -1.94
C 1.13 2.39 -2.04
O 2.21 2.81 -1.71
C 0.92 0.93 -2.42
F 0.41 0.40 -1.22
C 2.24 0.15 -2.74
C 2.55 -0.68 -1.50
C 1.90 -1.91 -1.33
C 1.95 -2.57 -0.11
C 2.66 -2.02 0.96
C 2.76 -2.75 2.21
N 2.80 -3.34 3.22
C 3.22 -0.74 0.83
C 3.17 -0.08 -0.40
C -0.28 0.72 -3.36
O -0.36 -0.18 -4.16
O -1.35 1.51 -3.08
H -1.12 1.17 -0.36
H -1.80 2.78 0.02
H -2.79 1.53 -0.85
H -1.96 4.04 -3.44
H -3.30 3.22 -2.58
H -2.31 4.44 -1.72
H 2.09 -0.45 -3.64
H 3.03 0.87 -2.95
H 1.29 -2.28 -2.15
H 1.43 -3.53 0.01
H 3.71 -0.27 1.68
H 3.52 0.95 -0.50
C -2.54 -2.11 4.66
C -2.55 -0.73 4.42
C -1.91 -0.26 3.26
N -1.31 -1.08 2.40
C -1.32 -2.40 2.60
C -1.94 -2.96 3.74
H -3.01 -2.51 5.55
H -3.05 -0.04 5.09
H -1.89 0.80 3.02
H -0.85 -3.04 1.85
H -1.95 -4.04 3.87
```

Values from the calculation:
Energy above the lowest of the compared OMol25 structures with the same formula, charge and spin, kJ/mol: 244.11
LUMO energy, Eh: 0.0080
SMILES: CC1(C)OC(=O)C(F)(Cc2ccc(C#N)cc2)C(=O)O1.c1ccncc1
Kohn-Sham gap, eV: 9.72

Results of the Mulliken charge analysis, in e, for atoms 1 through 4: -1.492, 1.663, -1.668, -0.378

***

ORCA calculation (ωB97M-V/def2-TZVPD) on 2 unconnected molecules or ions with the total composition C4H4N2O.

```
11
Properties=species:S:1:pos:R:3
O -2.64 -0.99 0.61
C -1.75 -0.41 0.07
C -0.48 -0.29 -0.38
C -0.14 1.08 -0.15
N 1.18 1.10 0.35
C 1.61 -0.12 0.17
N 0.72 -1.02 -0.37
H -1.52 1.17 0.34
H -0.38 1.91 -0.82
H 2.63 -0.43 0.38
H 0.77 -2.01 -0.19
```

Values from the calculation:
Energy above the lowest of the compared OMol25 structures with the same formula, charge and spin, kJ/mol: 440.29
LUMO energy, Eh: -0.0043
Kohn-Sham gap, eV: 7.87

Results of the Mulliken charge analysis, in e, for atoms 1 through 4: -0.432, 0.011, 0.357, -0.162

***

ORCA calculation (ωB97M-V/def2-TZVPD) on C11H17NO2 in the gas phase.

```
31
Properties=species:S:1:pos:R:3
C 2.62 -0.25 4.29
C 3.06 -1.26 3.24
O 2.07 -1.60 2.30
C 1.71 -0.60 1.36
C 0.38 0.07 1.76
O -0.54 -0.93 2.14
C -0.20 0.86 0.58
N -0.53 -0.04 -0.48
C -1.10 0.38 -1.67
C -1.04 1.70 -2.11
C -1.55 2.06 -3.34
C -2.14 1.11 -4.16
C -2.21 -0.21 -3.74
C -1.70 -0.57 -2.51
H 3.39 -0.18 5.06
H 2.48 0.74 3.86
H 1.69 -0.56 4.76
H 3.96 -0.89 2.72
H 3.30 -2.21 3.72
H 2.50 0.15 1.26
H 1.57 -1.11 0.40
H 0.54 0.76 2.60
H -0.02 -1.65 2.52
H 0.55 1.58 0.24
H -1.08 1.42 0.94
H -0.91 -0.91 -0.13
H -0.59 2.46 -1.48
H -1.50 3.09 -3.66
H -2.54 1.40 -5.12
H -2.67 -0.95 -4.37
H -1.76 -1.60 -2.18
```

Values from the calculation:
Energy above the lowest of the compared OMol25 structures with the same formula, charge and spin, kJ/mol: 75.39
LUMO energy, Eh: 0.0314
SMILES: CCOC[C@H](O)CNc1ccccc1
Kohn-Sham gap, eV: 8.56

Results of the Mulliken charge analysis, in e, for atoms 1 through 4: -1.059, -0.271, -0.436, -0.624

***

ORCA calculation (ωB97M-V/def2-TZVPD) on 7 unconnected molecules or ions with the total composition C6H27NO7.

```
41
Properties=species:S:1:pos:R:3
C 0.09 -1.62 -2.22
C 0.69 -0.91 -1.00
N -0.13 0.04 -0.28
C -0.91 -0.48 0.87
C -1.65 0.72 1.52
C -1.25 1.07 2.93
C -1.91 -1.55 0.45
O -1.41 -2.90 0.83
H -0.60 -2.43 -2.02
H 0.91 -2.17 -2.66
H -0.40 -0.91 -2.90
H 1.27 -1.57 -0.35
H 1.46 -0.41 -1.59
H -0.86 0.36 -0.95
H -0.12 -0.89 1.56
H -1.38 1.57 0.81
H -2.71 0.57 1.43
H -1.05 2.15 2.91
H -0.20 0.80 3.12
H -1.99 0.70 3.64
H -2.83 -1.51 1.02
H -2.13 -1.62 -0.61
H -2.09 -3.25 1.42
O 0.33 3.49 -0.77
H 0.67 4.22 -0.22
H 1.04 2.83 -0.68
O -3.56 1.35 -0.26
H -2.67 1.68 -0.45
H -4.09 2.13 -0.09
O 0.53 2.84 -3.39
H 1.14 2.85 -2.65
H -0.12 2.18 -3.12
O 2.78 2.01 -1.02
H 2.96 1.15 -1.42
H 3.28 1.91 -0.21
O 3.86 -1.83 0.85
H 3.85 -1.86 1.82
H 2.91 -2.02 0.74
O 1.51 -2.91 1.84
H 2.00 -3.44 2.46
H 0.58 -2.99 1.59
```

Values from the calculation:
Energy above the lowest of the compared OMol25 structures with the same formula, charge and spin, kJ/mol: 287.26
LUMO energy, Eh: 0.0137
SMILES: CCN[C@@H](CC)CO.O.O.O.O.O.O
Kohn-Sham gap, eV: 9.34

Results of the Mulliken charge analysis, in e, for atoms 1 through 4: -1.501, 0.615, 0.012, 0.736

***

ORCA calculation (ωB97M-V/def2-TZVPD) on a molecular structure, C32H29F3N6O5PPbS.

```
78
Properties=species:S:1:pos:R:3
Pb -0.58 -0.69 0.35
F -5.76 -2.07 -4.66
C -4.57 -1.91 -5.25
F -4.75 -1.88 -6.56
F -3.82 -3.01 -4.96
C -3.87 -0.67 -4.75
C -3.94 0.51 -5.46
C -3.29 1.64 -4.99
C -2.53 1.52 -3.85
N -2.46 0.38 -3.16
C -3.13 -0.69 -3.57
S -3.11 -2.13 -2.52
H -4.51 0.55 -6.39
H -3.35 2.58 -5.51
H -1.94 2.34 -3.46
O -3.56 0.35 1.38
N -2.29 0.89 1.36
C -2.22 1.90 2.14
C -1.05 2.75 2.40
C -1.36 3.87 3.17
C -0.41 4.83 3.47
C 0.88 4.70 2.99
C 1.21 3.59 2.23
C 0.27 2.60 1.94
P 1.03 1.31 0.93
C 1.49 2.11 -0.59
C 0.56 3.02 -1.11
C 0.84 3.70 -2.29
C 2.04 3.46 -2.95
C 2.96 2.56 -2.44
C 2.69 1.88 -1.26
C 2.37 0.53 1.83
C 3.21 -0.39 1.18
C 4.25 -0.97 1.87
C 4.45 -0.67 3.22
C 3.59 0.20 3.87
C 2.55 0.80 3.19
H -3.58 -0.33 0.69
H -3.14 2.18 2.65
H -2.37 4.00 3.53
H -0.68 5.69 4.07
H 1.64 5.44 3.21
H 2.23 3.49 1.86
H -0.36 3.23 -0.58
H 0.14 4.43 -2.67
H 2.26 4.00 -3.86
H 3.90 2.40 -2.95
H 3.44 1.21 -0.86
H 3.05 -0.65 0.14
H 4.92 -1.66 1.37
H 5.27 -1.12 3.75
H 3.74 0.43 4.92
H 1.89 1.49 3.70
O -3.20 -1.30 -1.07
O -2.28 -1.83 -0.13
N -2.66 -2.85 2.55
C -1.73 -2.08 3.12
N -1.67 -2.01 4.45
O -0.87 -1.43 2.44
H -3.33 -3.36 3.10
H -2.74 -2.88 1.55
H -2.28 -2.53 5.05
H -0.94 -1.45 4.87
O 0.18 0.14 -2.74
C -0.72 0.14 -2.05
N 3.37 -5.64 -0.41
C 2.59 -4.58 -0.24
C 2.20 -4.15 1.05
C 1.39 -3.07 1.19
N 0.91 -2.37 0.13
C 1.27 -2.77 -1.11
C 2.09 -3.84 -1.34
H 3.70 -6.19 0.37
H 3.62 -5.97 -1.33
H 2.55 -4.67 1.93
H 1.08 -2.72 2.17
H 0.87 -2.21 -1.95
H 2.34 -4.12 -2.35
```

Values from the calculation:
Energy above the lowest of the compared OMol25 structures with the same formula, charge and spin, kJ/mol: 502.23
LUMO energy, Eh: -0.3673
Kohn-Sham gap, eV: 6.19
Charge: +3

Results of the Mulliken charge analysis, in e, for atoms 1 through 4: 2.713, -0.202, 0.738, -0.247

***

ORCA calculation (ωB97M-V/def2-TZVPD) on a molecular structure, C15H24Cl2NO2PPt.

```
46
Properties=species:S:1:pos:R:3
C 0.63 3.08 -2.23
C -0.64 2.59 -1.93
C -0.81 1.56 -0.98
C 0.30 1.05 -0.32
C 1.57 1.54 -0.63
C 1.74 2.57 -1.55
C -2.20 1.09 -0.70
C -2.35 -0.39 -0.33
N -2.20 -1.35 -1.32
Pt 0.11 -0.47 1.09
C 2.75 0.89 0.03
P 2.20 -0.83 0.45
H -1.53 2.98 -2.43
H 2.74 2.95 -1.76
H 0.75 3.86 -2.98
H 3.03 1.38 0.98
H 3.65 0.85 -0.60
H -2.60 1.64 0.16
H -2.85 1.30 -1.56
H -1.64 -0.67 0.49
C 3.46 -1.57 1.47
C 2.28 -1.65 -1.16
H -3.35 -0.53 0.12
C -1.34 -1.26 -2.47
C -2.98 -2.56 -1.22
H 0.83 -1.47 2.25
H -1.85 -1.77 -3.31
H -1.13 -0.22 -2.75
H -0.39 -1.79 -2.30
H -3.19 -2.95 -2.22
H -2.43 -3.34 -0.65
H -3.92 -2.36 -0.69
H 3.32 -1.69 -1.51
H 1.89 -2.66 -1.04
H 1.67 -1.12 -1.91
H 4.43 -1.51 0.97
H 3.51 -1.06 2.44
H 3.19 -2.62 1.62
H -0.31 -1.69 2.16
Cl -0.75 -0.44 4.98
C -0.56 1.18 4.28
Cl 1.11 1.53 3.73
C -1.52 1.32 3.06
O -2.37 2.19 3.20
O -1.39 0.53 2.04
H -0.83 1.92 5.03
```

Values from the calculation:
Expectation value of S²: 2.008
LUMO energy (alpha / beta), Eh: 0.0102 / -0.0992
Kohn-Sham gap (alpha / beta), eV: 4.51 / 5.46
Multiplicity: 3

Results of the Mulliken charge analysis, in e, for atoms 1 through 4: -0.841, -0.560, 0.423, -0.124